This record from the Open Molecules 2025 dataset describes 2 unconnected molecules or ions with the total composition C2H7NO2. The level of theory is ωB97M-V with the def2-TZVPD basis set.

Geometry as ORCA input:
```
! wB97M-V def2-TZVPD RIJCOSX def2/J DEFGRID3
* xyz 0 1
C 0.2869 -0.2671 0.9735
C 0.2258 1.0427 -0.9941
N 0.5157 -0.1234 -0.3628
O -1.5226 -2.0489 -0.1162
O -1.2412 -1.2508 -1.1877
H 1.1575 -0.6874 1.6666
H -0.0648 0.6165 1.3919
H -0.4985 -1.0446 1.1497
H -0.7993 1.4371 -0.5393
H 0.8131 1.7501 -0.4621
H 0.2106 0.9926 -2.1099
H -1.1057 -2.9194 -0.1157
*
```

The calculation puts the max |F| at 0.0817 hartree/bohr. For the HOMO-LUMO gap (alpha / beta), the calculation gives 9.28 / 8.35 eV. As for the HOMO energy (alpha / beta): -9.215 / -8.748 eV.

***

This record from the Open Molecules 2025 dataset describes a molecular structure, C12H9Cl2N3O2ReS6Sb. The level of theory is ωB97M-V with the def2-TZVPD basis set.

Geometry as ORCA input:
```
! wB97M-V def2-TZVPD RIJCOSX def2/J DEFGRID3
* xyz 2 1
Re 0.5591 -0.0696 -1.4313
Cl -1.3221 1.5158 -1.0853
C -2.7115 0.6517 -1.7618
C -3.9323 1.2874 -1.7501
C -5.0106 0.5937 -2.2899
C -4.8501 -0.6782 -2.8146
C -3.6022 -1.2849 -2.8115
Cl -3.4153 -2.8662 -3.4605
C -2.4962 -0.6168 -2.2761
S -0.9147 -1.4110 -2.2708
H -4.0431 2.2799 -1.3396
H -5.9876 1.0546 -2.3007
H -5.6911 -1.2133 -3.2323
S 4.9592 -2.7295 -1.1446
Sb 5.3572 -2.5321 -3.6090
S 3.7855 -1.1087 -0.7773
S 2.0482 -1.6201 -1.6859
S 3.6587 -1.2708 -4.2340
N 1.9744 1.1075 5.4618
C 1.1422 0.2091 4.9083
O 0.4678 -0.5758 5.5332
C 1.0454 0.1860 3.3868
C 1.7607 0.9933 2.5097
C 1.5645 0.8472 1.1497
N 0.6977 -0.0502 0.6566
C -0.0036 -0.8359 1.4918
C 0.1516 -0.7396 2.8558
H 2.0353 1.1281 6.4681
H 2.5249 1.7646 4.9427
H 2.4655 1.7418 2.8400
H 2.0990 1.4681 0.4315
H -0.6871 -1.5406 1.0377
H -0.4114 -1.3714 3.5289
O 3.0659 2.3915 -1.4782
S 2.4089 2.1647 -2.7532
N 1.3076 1.1296 -2.6959
*
```

The calculation puts the max |F| at 0.0171 hartree/bohr. For the HOMO-LUMO gap (alpha / beta), the calculation gives 5.95 / 5.94 eV. As for the HOMO energy (alpha / beta): -14.665 / -14.673 eV.

***

This record from the Open Molecules 2025 dataset describes a molecular structure, C21H16AuN3O3S. The level of theory is ωB97M-V with the def2-TZVPD basis set.

Geometry as ORCA input:
```
! wB97M-V def2-TZVPD RIJCOSX def2/J DEFGRID3
* xyz 0 1
Au -0.3834 0.8255 -0.7649
C -3.2987 -2.1842 1.2249
C -2.5590 -1.0587 0.5613
N -1.4650 -1.1962 -0.0853
N -0.8155 -2.2914 -0.3484
C 0.0838 -2.0782 -1.3362
O 0.1737 -1.0061 -1.9928
C 0.9779 -3.2136 -1.6419
C 0.7110 -4.4950 -1.1648
C 1.5839 -5.5313 -1.4486
C 2.7266 -5.2923 -2.2012
C 2.9918 -4.0171 -2.6797
C 2.1184 -2.9781 -2.4064
C -3.0911 0.3011 0.5352
C -4.1468 0.7120 1.3493
C -4.6390 1.9970 1.2279
C -4.1019 2.8469 0.2677
C -3.0580 2.3848 -0.5036
N -2.5558 1.1534 -0.3683
H -2.7765 -3.1160 1.0221
H -4.3224 -2.2593 0.8526
H -3.3373 -2.0370 2.3070
H -0.1809 -4.6581 -0.5780
H 1.3750 -6.5279 -1.0816
H 3.4139 -6.1021 -2.4115
H 3.8835 -3.8319 -3.2645
H 2.3110 -1.9734 -2.7589
H -4.5553 0.0290 2.0793
H -5.4413 2.3339 1.8706
H -4.4767 3.8501 0.1263
H -2.6076 3.0060 -1.2660
O 3.6547 0.8345 -0.4658
C 2.5978 1.4176 -0.3565
O 1.5873 1.1585 -1.1436
C 2.5134 2.6039 0.5793
C 3.7334 3.1453 0.9858
C 3.7982 4.2638 1.7924
C 2.6214 4.8704 2.2120
C 1.4042 4.3473 1.8269
C 1.3396 3.2110 1.0128
S -0.3033 2.6846 0.7111
H 4.6301 2.6472 0.6459
H 4.7583 4.6622 2.0920
H 2.6492 5.7524 2.8386
H 0.4771 4.8093 2.1476
*
```

The calculation puts the max |F| at 0.0431 hartree/bohr. For the HOMO-LUMO gap, the calculation gives 5.82 eV. As for the HOMO energy: -8.079 eV.

***

This record from the Open Molecules 2025 dataset describes a molecular structure, C31H44IrN4P2. The level of theory is ωB97M-V with the def2-TZVPD basis set.

Geometry as ORCA input:
```
! wB97M-V def2-TZVPD RIJCOSX def2/J DEFGRID3
* xyz 2 6
Ir 0.3791 0.9160 -0.0487
C 0.3815 0.2751 -2.2195
C 1.4117 1.1989 -1.8980
C 1.3515 2.6631 -2.2510
C 0.5409 3.6012 -1.3125
C -0.4003 2.9078 -0.3654
C -1.3881 1.9610 -0.7632
C -1.7763 1.6577 -2.1987
C -0.9145 0.5936 -2.9039
C -0.3071 0.8427 1.7955
H 0.7051 -0.7582 -2.3580
H 2.4138 0.7706 -1.7826
H 0.9468 2.7451 -3.2701
H 2.3918 3.0320 -2.2729
H 1.2435 4.2050 -0.7048
H 0.0141 4.3381 -1.9477
H -0.5374 3.3811 0.6170
H -2.1656 1.7521 -0.0169
H -1.7884 2.5741 -2.8098
H -2.8228 1.3062 -2.2001
H -1.5043 -0.3363 -2.9997
H -0.7424 0.9097 -3.9506
H -0.7747 -0.1281 2.0067
H -0.9921 1.6635 2.0368
H 0.5958 0.9189 2.4177
P 0.5423 7.4423 -0.9070
P 3.2250 6.3296 -2.5619
N -1.1039 7.8299 -1.3190
N 0.7199 8.8627 0.1877
N 2.6324 6.1696 -4.2462
N 4.9102 6.5930 -2.9576
C 1.2645 8.3346 -2.3623
C 2.7746 8.1306 -2.4393
C -2.2427 7.1570 -0.8503
C -3.3664 7.8536 -1.2820
C -2.9126 9.0074 -2.0029
C -1.5240 8.9693 -2.0142
C 1.0192 8.7635 1.5490
C 1.1676 10.0515 2.0616
C 0.9273 10.9708 0.9891
C 0.6477 10.2205 -0.1434
C 1.8505 5.0714 -4.6131
C 1.3468 5.2587 -5.8854
C 1.8500 6.5099 -6.3622
C 2.5872 7.0768 -5.3157
C 5.4960 7.0938 -4.1302
C 6.8719 7.1697 -3.9470
C 7.1464 6.7547 -2.5977
C 5.9333 6.4416 -2.0010
H 1.1369 9.4240 -2.3512
H 0.7396 7.9487 -3.2484
H 3.1882 8.6952 -3.2870
H 3.2765 8.4956 -1.5281
H -2.1249 6.2365 -0.3012
H -4.3932 7.5789 -1.1119
H -3.4971 9.7790 -2.4626
H -0.8256 9.6243 -2.5104
H 1.0883 7.7851 2.0098
H 1.4262 10.3016 3.0729
H 0.9509 12.0476 1.0256
H 0.4190 10.5713 -1.1417
H 1.7360 4.2620 -3.9169
H 0.6770 4.5841 -6.4003
H 1.7028 6.9387 -7.3408
H 3.0750 8.0427 -5.2731
H 4.9101 7.3607 -4.9928
H 7.5889 7.4711 -4.6967
H 8.1218 6.6832 -2.1425
H 5.6852 6.1404 -0.9977
C 1.7732 -3.3181 0.3765
C 0.9681 -2.1130 -0.1208
C -0.4956 -2.3394 0.1970
C 1.4810 -0.7437 0.4156
H 1.6841 -3.4424 1.4669
H 2.8273 -3.2416 0.0930
H 1.3657 -4.2239 -0.0947
H 1.0921 -2.0682 -1.2122
H -0.6304 -2.5264 1.2695
H -1.1305 -1.4976 -0.0931
H -0.8505 -3.2347 -0.3249
H 1.5891 -0.7966 1.5095
H 2.4840 -0.5759 -0.0094
*
```

The calculation puts the max |F| at 0.0596 hartree/bohr. For the HOMO-LUMO gap (alpha / beta), the calculation gives 2.81 / 2.81 eV. As for the HOMO energy (alpha / beta): -8.478 / -12.416 eV.

***

This record from the Open Molecules 2025 dataset describes 2 unconnected molecules or ions with the total composition H4OS2. The level of theory is ωB97M-V with the def2-TZVPD basis set.

Geometry as ORCA input:
```
! wB97M-V def2-TZVPD RIJCOSX def2/J DEFGRID3
* xyz 0 1
S -0.6745 0.5131 -0.7580
S -0.2730 -1.4741 -0.2432
H -0.4232 0.6486 0.5506
H -0.8209 -1.6129 -1.4932
O 1.5937 1.6555 1.5860
H 1.3478 0.9423 2.2842
H 2.3069 2.1554 1.9895
*
```

The calculation puts the max |F| at 0.0541 hartree/bohr. For the HOMO-LUMO gap, the calculation gives 8.63 eV. As for the HOMO energy: -8.276 eV.

***

This record from the Open Molecules 2025 dataset describes a molecular structure, C6H7BeLiO6. The level of theory is ωB97M-V with the def2-TZVPD basis set.

Geometry as ORCA input:
```
! wB97M-V def2-TZVPD RIJCOSX def2/J DEFGRID3
* xyz 2 1
Be 1.5292 1.9617 -0.1588
O 0.3838 1.3557 -0.5220
O 1.1616 -0.9032 -0.7515
C 2.5573 -1.0251 -1.0559
C 3.2124 -0.3981 0.1643
O 2.2475 0.6208 0.5215
C 0.9709 0.2120 -0.0088
H 2.7891 -2.0866 -1.1788
H 2.7877 -0.4751 -1.9790
H 4.1707 0.0856 -0.0422
H 3.3048 -1.0980 1.0032
Li -5.7119 0.0192 -1.1408
O -4.3520 1.4555 -0.6730
O -2.4986 0.8914 0.4429
C -1.6189 -0.0590 0.7351
C -0.2144 0.3281 0.8627
O -4.1349 -0.6543 -0.0146
C -3.7454 0.5070 -0.1702
H -2.0636 -0.7211 1.4958
H -0.1269 1.0542 1.6839
H -0.6483 -1.0709 0.7862
*
```

The calculation puts the max |F| at 0.1049 hartree/bohr. For the HOMO-LUMO gap (alpha / beta), the calculation gives 7.02 / 6.64 eV. As for the HOMO energy (alpha / beta): -16.892 / -16.752 eV.